14
Properties=species:S:1:pos:R:3:forces:R:3 method="wB97M-V/def2-TZVPD" relative_energy_kj_mol=101.7 homo_energy_ev=-9.44 e_tot_ha=-320.84458 homo_lumo_gap_ha=0.3670
H -2.3883 0.7225 -1.0330 0.083 -0.043 0.159
C 0.6444 -0.1458 0.5725 0.192 0.060 0.430
H -2.2694 0.7364 0.7392 0.074 0.065 -0.113
C -1.6933 0.8009 -0.1896 -0.009 0.046 0.034
N 0.2201 -0.2294 -1.4413 0.104 -0.195 -0.163
H -1.2000 1.7746 -0.2539 -0.102 -0.075 0.067
C 1.4102 -0.3205 -0.7225 0.388 -0.102 -0.225
C -0.6532 -0.2980 -0.2579 -0.229 0.031 0.196
N 2.5829 -0.5563 -1.1273 -0.301 0.119 0.261
H 0.0702 -0.7649 -2.2841 -0.013 0.058 0.004
H 0.3047 0.1340 2.4380 -0.096 -0.032 -0.156
H -1.1058 -1.2915 -0.1158 0.112 0.163 0.033
N 1.0516 0.0514 1.7475 -0.200 -0.100 -0.497
H 3.2221 -0.5516 -0.3344 -0.003 0.004 -0.030



99
Properties=species:S:1:pos:R:3:forces:R:3 method="wB97M-V/def2-TZVPD" relative_energy_kj_mol=0.0 spin_multiplicity=2 s2=0.7897 homo_energy_ev="-4.08 / -4.10" charge=-2 e_tot_ha=-6028.07134 homo_lumo_gap_ha="0.2940 / 0.2948"
C 29.7074 -16.6293 -3.1720 -1.121 1.407 0.479
C 23.9703 -17.4721 -7.3789 -1.047 -0.814 0.490
H 29.0534 -17.8870 -8.6282 -0.433 -0.052 -0.148
C 30.2711 -15.5787 -7.7487 0.206 -0.789 0.050
H 31.9450 -20.0780 -8.0611 -0.081 0.169 -0.051
H 29.7006 -15.7718 -10.6526 0.469 0.852 0.270
H 25.4850 -16.0421 -7.7842 0.218 0.167 0.034
O 22.8338 -23.8692 -6.6460 0.237 1.514 2.635
O 26.7450 -23.1635 -6.0488 0.902 -0.832 0.620
F 27.5540 -25.6833 -4.5177 0.863 -0.450 -0.599
H 25.2457 -22.5262 -2.5209 -0.189 -0.038 -0.575
H 24.2095 -17.8715 -8.3644 -0.149 -0.523 0.146
C 26.8230 -23.5515 -1.5096 0.297 0.342 -0.507
O 27.8528 -24.0870 -8.0264 0.472 -0.472 1.848
O 30.7318 -16.7744 -8.4035 1.074 0.583 0.681
H 23.5349 -18.2132 -5.3203 0.125 0.851 0.209
F 27.5412 -21.3442 -9.7215 -1.210 0.168 -0.601
O 23.3596 -24.3705 -4.2681 -0.480 0.671 -0.238
H 24.7809 -15.8778 -6.1783 0.007 -0.090 0.169
F 21.4472 -21.2756 -5.4328 -0.328 0.725 -0.221
H 28.4072 -18.0688 -2.3181 -0.412 -0.190 0.047
H 31.9003 -21.4636 -9.1460 0.129 -0.124 0.021
O 28.4681 -18.2044 -4.4031 0.098 0.583 0.597
H 30.0732 -16.5124 -2.1519 0.020 0.187 -0.018
F 21.8529 -21.9889 -3.4375 -0.398 0.355 0.814
C 31.6034 -21.1084 -8.1593 0.134 0.603 -1.054
C 21.6056 -22.3418 -4.6802 1.877 -1.859 -1.278
O 26.3233 -19.4879 -1.5226 -2.506 -0.220 -1.245
C 29.1618 -15.0256 -8.6092 -0.610 1.320 -0.135
S 24.9804 -21.4294 -8.7062 -2.540 -3.215 -0.862
H 31.0951 -14.8656 -7.7260 0.165 -0.241 0.353
C 29.8421 -18.5649 -4.6303 -0.768 0.724 0.377
H 29.6450 -22.1028 -8.2620 0.299 -0.484 -0.188
V 26.0720 -21.2448 -5.3125 3.542 0.009 -0.919
S 25.2328 -19.2455 -2.5170 2.734 1.885 0.851
O 25.1657 -17.8275 -2.9089 -0.852 -1.673 0.537
H 26.9566 -17.7629 -7.0789 -0.247 -0.661 -0.351
H 26.5775 -17.3997 -5.4336 0.029 0.801 -0.200
H 30.1496 -17.8139 -10.0436 -0.018 -0.304 0.198
C 26.1181 -17.6109 -6.3992 -0.241 -0.372 1.547
H 26.1757 -23.5474 -0.6326 -0.046 -0.275 -0.154
H 30.0962 -19.5076 -4.1456 -0.152 -0.171 0.171
F 20.4759 -23.0808 -4.7407 0.432 0.322 0.236
F 28.3246 -26.6975 -6.3698 -0.217 0.270 0.962
O 27.0468 -22.2716 -3.4745 -0.405 0.687 -0.467
F 29.2951 -24.9254 -5.6325 1.166 0.057 0.895
H 28.7818 -22.9548 -0.7924 0.140 0.087 0.033
F 25.8878 -21.2151 -11.2108 0.503 0.063 0.083
C 23.5301 -19.6286 -1.5706 1.744 1.055 -0.590
H 29.9178 -15.8462 -6.7529 0.128 0.156 0.219
H 29.4850 -20.4065 -8.3722 0.399 0.292 -0.233
H 29.6066 -15.6534 -3.6469 -0.393 0.321 0.446
O 24.2894 -22.3632 -5.2575 -1.631 -0.134 0.223
H 33.0845 -21.5366 -6.6769 0.023 -0.056 0.220
C 31.0271 -21.8294 -5.9679 -0.633 -0.218 0.262
H 25.8475 -23.9837 -3.4286 -0.168 0.311 -0.174
O 29.9891 -21.0434 -6.5638 0.563 -0.084 1.667
H 28.1815 -14.9425 -8.1400 0.083 -0.367 0.361
C 23.9842 -18.5351 -6.2598 -0.114 -0.543 -0.356
F 26.3863 -19.5598 -9.9329 0.280 2.526 -0.305
C 28.3994 -17.4081 -3.1850 0.746 -0.719 -0.691
C 28.3342 -22.3672 -2.8249 0.094 0.589 -1.581
C 25.0908 -16.5992 -6.9343 1.047 0.535 0.083
F 23.4542 -18.9201 -0.4257 0.116 0.243 -0.500
H 28.9682 -21.4970 -2.9945 -0.603 0.503 -0.232
H 30.6401 -22.8112 -5.6953 -0.158 -0.202 -0.198
O 25.3350 -20.1416 -3.6794 -1.368 -0.082 0.853
H 31.4765 -17.7233 -3.4531 0.245 -0.192 -0.196
H 29.4103 -13.9933 -8.8557 -0.023 0.024 -0.425
C 30.1266 -21.1776 -7.9456 -1.418 0.121 -0.315
C 30.6209 -17.3824 -4.0361 1.991 -1.419 -1.011
H 30.0026 -18.6951 -5.7005 -0.169 -0.029 0.091
H 23.0128 -16.9564 -7.4521 -0.062 0.042 0.042
F 23.5094 -20.8883 -1.2054 -0.409 -0.833 -0.328
O 23.7266 -20.7039 -9.0294 2.347 -0.170 0.241
C 27.9721 -22.5419 -1.3940 -0.008 -0.755 0.462
H 27.2990 -24.5137 -1.6983 -0.264 -0.295 0.388
O 25.8257 -25.1122 -7.2099 1.840 0.022 1.684
H 28.8421 -23.1433 -3.3975 0.273 -0.719 0.721
H 28.1326 -16.1293 -10.2448 -0.430 0.058 0.567
O 27.4864 -20.5298 -5.4108 -2.432 -1.137 -0.082
C 28.1350 -25.5254 -5.7296 -2.271 1.212 -1.708
H 27.5068 -16.7825 -3.1739 -0.041 -0.339 -0.185
H 31.3786 -21.4108 -5.0249 -0.179 0.559 -0.045
H 31.0100 -16.7767 -4.8546 0.099 0.083 0.056
C 26.2936 -20.8407 -9.9902 -0.561 -2.579 1.764
O 25.3678 -18.8208 -6.0640 -0.081 0.827 -0.966
O 24.8694 -22.8897 -8.9255 0.735 2.864 -0.007
C 29.0984 -15.9687 -9.7657 -0.513 -1.165 -1.759
S 27.0426 -24.3825 -6.8377 -2.558 0.573 -3.390
O 25.5499 -21.0830 -7.4045 0.425 0.694 -0.003
F 22.4937 -19.2892 -2.3410 0.213 -0.436 0.278
H 23.4427 -19.4675 -6.4194 0.286 -0.151 -0.794
C 32.1212 -21.9256 -7.0069 1.123 -0.512 -0.348
C 29.7051 -17.2485 -9.2246 -0.161 -0.183 -0.141
S 23.1659 -23.3629 -5.2992 0.191 -1.264 -1.647
H 32.2910 -22.9460 -7.3504 -0.075 -0.160 0.209
H 27.6708 -21.5739 -0.9935 -0.143 -0.047 -0.005
C 26.1107 -23.1167 -2.8227 0.183 -0.380 1.833



19
Properties=species:S:1:pos:R:3:forces:R:3 method="wB97M-V/def2-TZVPD" relative_energy_kj_mol=174.0 homo_energy_ev=-9.48 e_tot_ha=-402.31189 homo_lumo_gap_ha=0.3763
C -0.3601 -0.4144 1.5410 -3.956 -1.125 1.368
H 0.9808 2.6025 -2.6393 -1.018 -0.718 -0.094
H 1.2048 0.7386 2.4690 -0.166 0.703 0.141
H 1.2804 -0.3620 -0.7817 -0.931 0.133 -0.364
O -1.0137 1.0639 -2.7281 -0.733 -0.378 0.070
H -0.0580 1.4258 0.3516 -0.943 -0.980 0.266
C 0.7753 -0.2500 2.4557 2.493 -0.024 0.003
H -1.3496 -1.5491 -1.2011 -5.900 0.189 1.639
H -0.4977 -1.5267 1.3736 0.138 1.220 -0.384
H -1.2118 -0.2155 2.2676 0.200 0.000 -1.248
H 0.6229 -0.5676 3.5000 -0.251 0.027 -0.572
O 1.0257 1.7606 -2.1551 0.920 -0.714 1.187
C -0.6024 0.4286 0.2824 2.638 -0.307 -1.029
H -1.6874 0.5990 0.1117 0.867 -0.279 -0.310
H -0.3794 -2.0077 -2.3416 0.603 1.008 0.391
C -0.0402 0.8895 -2.0635 1.236 1.031 -1.056
H 1.5757 -0.8425 2.0411 0.756 -0.391 0.247
N -0.4700 -1.5414 -1.4346 6.449 1.003 -0.739
C 0.2048 -0.2317 -1.0487 -2.401 -0.398 0.484



122
Properties=species:S:1:pos:R:3:forces:R:3 method="wB97M-V/def2-TZVPD" relative_energy_kj_mol=18.6 spin_multiplicity=2 s2=0.9203 homo_energy_ev="-6.10 / -7.58" e_tot_ha=-5818.42460 homo_lumo_gap_ha="0.1997 / 0.2490"
C -1.8072 4.1004 0.0307 0.073 -0.018 0.001
H -0.1765 -5.7810 2.2847 -0.015 -0.041 -0.075
C -0.6353 -6.6617 -0.7565 -0.087 0.134 -0.020
C -5.7905 0.1443 -0.9757 -0.080 -0.542 0.109
H 2.2290 0.8604 -3.6149 0.028 -0.157 -0.119
H 7.2622 -1.3912 -2.9343 0.046 0.023 -0.113
C 7.8851 -1.9254 -0.9631 0.003 -0.026 0.047
H 2.2403 -3.9098 0.3685 -0.164 -0.033 -0.008
C -7.9302 -0.9547 -0.7160 -0.113 0.206 -0.034
H -0.0371 -4.6784 6.4076 0.018 -0.004 0.092
C 1.8891 0.4037 5.0838 -0.134 -0.118 0.113
H 4.5968 2.4110 4.8771 0.058 0.051 0.028
H 2.9567 6.3856 0.5526 -0.015 0.089 0.031
C -5.9120 -2.2625 -0.7432 -0.268 -0.246 -0.058
C -0.0270 -4.3998 5.3637 0.001 -0.065 0.148
C 0.5669 2.3512 -5.8861 -0.154 -0.034 -0.289
C -2.9559 6.0360 -0.7247 0.052 -0.091 0.045
C 6.2371 -1.7046 0.7511 0.195 -0.072 -0.004
H -2.4903 6.7423 -2.6888 -0.053 0.071 -0.024
H 1.2789 -0.0961 5.8237 -0.024 -0.036 0.114
H -9.0067 -0.9024 -0.6191 -0.016 0.008 -0.055
H 8.8899 -2.1709 -1.2745 0.039 -0.042 -0.058
H -2.6988 -7.2013 -0.8575 -0.097 -0.078 0.022
H 2.5594 -2.4714 -0.6274 -0.107 -0.207 0.005
C 2.9654 1.1704 5.4955 0.053 0.044 0.118
C -2.5431 0.3157 2.4060 0.170 -0.028 -0.187
H -3.0627 2.1606 -1.1419 0.015 0.092 -0.089
C -2.9594 0.0396 -1.0422 -0.107 -1.150 0.067
C 4.0209 5.6178 -1.1327 -0.078 -0.111 0.007
C -0.1527 -4.3177 -0.8312 -0.673 0.290 -0.077
F -0.8843 1.5066 -7.5354 -0.005 0.060 0.144
C 6.9695 -1.4799 -1.8966 -0.159 0.063 -0.054
O 0.6990 -3.2074 -0.8377 -0.789 -0.359 -0.102
C -2.2899 5.9929 -1.9374 -0.139 0.138 0.033
C 3.5863 -0.1198 -2.4826 -0.261 -0.049 -0.352
H 4.9399 4.6454 -2.7943 0.131 -0.016 -0.007
C -1.9902 -6.3879 -0.8470 0.187 -0.284 -0.022
H -2.5555 1.0767 -5.6041 -0.067 -0.100 -0.005
C -1.3140 1.7056 -3.9536 -0.033 -0.043 -0.024
C -0.1056 -5.0222 3.0522 -0.027 -0.158 -0.084
C 1.5899 0.2728 3.7350 -0.598 -0.438 -0.416
Ge 0.0650 -0.8001 3.0498 -0.206 -0.133 0.739
F 5.0169 6.5247 -1.0165 -0.104 -0.102 -0.014
C -0.0994 -5.3808 4.3892 -0.008 -0.077 0.010
C -1.1311 4.0279 -1.1783 0.412 -0.629 0.013
Tc -0.4212 -1.3435 -0.5845 2.272 0.378 4.442
C 0.0497 -2.6945 3.6673 0.092 0.717 -0.319
H 1.7292 3.1208 -4.2815 0.085 0.019 -0.027
H 5.2623 -0.6757 -3.4457 -0.131 0.031 0.197
H -3.2569 5.1644 1.2091 -0.102 0.064 0.072
C 3.7541 1.8153 4.5575 0.066 0.047 0.006
C -1.6042 1.4769 -5.2885 0.073 0.048 -0.213
C -2.1717 0.1348 4.7621 0.118 -0.033 0.093
F -3.8581 7.0192 -0.5067 0.109 -0.101 -0.038
H -2.1685 0.1921 1.3979 -0.135 0.052 -0.051
C 1.9557 3.7940 -1.4136 -0.416 -0.599 -0.006
C 0.8148 2.6128 -4.5476 -0.028 0.029 0.073
C -0.6401 1.7761 -6.2343 0.053 0.012 0.065
O -1.6366 0.0654 -1.0610 -0.691 0.829 -0.597
H -4.4663 1.0315 1.8032 -0.056 0.016 -0.106
C 3.0751 3.7280 -2.2284 0.005 -0.050 -0.055
H -3.8081 0.7163 6.0114 -0.026 0.012 0.096
C 1.9343 4.7487 -0.4050 -0.112 -0.025 0.003
N -1.8972 -2.7003 -0.9243 1.113 3.286 0.565
H -2.0517 1.4516 -3.2075 -0.107 -0.087 0.023
C 2.9631 5.6559 -0.2431 0.294 0.224 -0.016
C -4.2798 0.9256 3.9353 -0.101 0.046 -0.014
C 0.0489 -3.0652 5.0036 0.037 0.151 0.115
C 0.2868 -5.6213 -0.7604 0.109 -0.092 0.062
C 3.4604 1.6977 3.2094 0.138 0.110 -0.079
H 2.1398 0.8312 1.7519 0.105 0.080 -0.113
H 1.3360 -5.8567 -0.6930 0.120 0.057 0.010
C -1.3749 4.9769 -2.1585 -0.046 0.083 0.000
C -2.7272 5.1042 0.2712 -0.211 0.286 0.014
Sb 0.2760 2.3884 -1.4016 -0.055 0.905 -0.277
C -2.4435 -5.0899 -0.9276 0.300 0.694 0.070
C 2.3827 0.9315 2.8030 -0.129 -0.098 -0.146
N -3.1742 -2.4089 -1.0097 -0.745 -1.761 0.192
C 7.5221 -2.0472 0.3696 0.014 0.000 0.002
H -0.8483 4.9315 -3.1036 -0.009 0.008 -0.046
C -0.0360 -3.6870 2.7004 0.010 0.163 -0.175
C -1.7095 -0.0177 3.4637 0.701 -0.221 -0.218
H -0.1595 -6.4224 4.6704 -0.006 -0.068 0.036
C -3.4520 0.6052 4.9976 -0.023 0.008 0.166
N 3.1079 0.3633 -3.6627 0.366 -0.147 0.196
C -7.1957 0.1905 -0.8787 -0.022 -0.041 0.012
H 1.2848 2.5982 -6.6553 0.010 0.042 -0.058
H 4.0720 2.2056 2.4764 0.025 0.026 -0.067
C -5.0183 1.3205 -1.0908 0.575 0.152 -0.090
H 1.0951 4.7778 0.2761 -0.084 0.127 0.089
H 0.1013 -2.3064 5.7725 0.011 0.013 0.141
C 0.1431 -0.8843 1.1219 -1.850 -1.601 -4.748
C 2.0770 -3.4481 -0.6081 0.752 0.172 0.071
H 2.5005 -4.0759 -1.3962 -0.125 0.003 0.018
C -3.6921 -1.1934 -0.9813 0.778 1.228 -0.075
C 5.3159 -1.2481 -0.1743 -0.135 0.059 -0.036
H 3.1918 1.2696 6.5484 -0.009 -0.019 0.049
H -5.5064 2.2811 -1.1367 -0.121 0.142 0.006
H -7.8650 -3.0960 -0.5532 -0.008 -0.078 0.066
H -0.0635 -3.3822 1.6612 -0.004 -0.153 -0.064
H -3.4963 -4.8667 -0.9854 -0.046 0.056 -0.024
H 8.2335 -2.4024 1.0987 0.078 -0.016 0.064
C -7.2823 -2.1927 -0.6611 0.230 -0.064 0.009
H 4.3330 -0.9718 0.1593 -0.023 0.008 -0.007
H -7.6841 1.1543 -0.9302 -0.039 0.067 0.025
H -0.2853 -7.6780 -0.6775 0.049 -0.122 -0.026
H 3.1847 2.9363 -2.9561 0.014 0.017 -0.050
C -5.1336 -1.1095 -0.9084 -0.333 0.225 -0.048
C -3.6533 1.2566 -1.1161 -0.276 0.374 0.105
N 4.8235 -0.6682 -2.5306 -0.318 0.396 -0.711
C 5.6722 -1.1305 -1.5158 0.423 -0.242 0.642
H -5.2824 1.2830 4.1184 -0.087 0.036 0.032
H 5.9370 -1.7832 1.7864 -0.019 -0.005 0.052
H 3.7248 0.5995 -4.4221 0.031 -0.051 -0.078
C -1.5363 -4.0166 -0.9012 0.392 -1.853 -0.007
H -1.6182 3.3546 0.7945 -0.071 -0.022 0.088
H -5.4058 -3.2136 -0.6817 -0.007 -0.041 -0.007
C -0.1011 2.2629 -3.5631 0.384 -0.068 0.696
H -1.5280 -0.1184 5.5941 -0.012 -0.012 0.148
C 4.0949 4.6579 -2.1228 0.268 0.247 0.074
C -3.8238 0.7846 2.6362 -0.115 0.049 -0.082
S 2.5840 -0.0441 -1.1495 -0.266 0.091 0.194